Entry 1:
C2H4BrFN2O3PdS | wB97M-V/def2-TZVPD

```
15
Properties=species:S:1:pos:R:3:forces:R:3
N 0.366203 -1.504545 0.197277 -0.1 -0.4 -0.2
N 0.216963 -0.241769 0.749827 -0.2 1.9 -1.5
C -0.807302 0.593700 0.071427 0.8 0.6 1.2
C -2.222402 -0.068284 -0.014398 -0.3 -0.3 0.8
O -2.799175 -0.042165 -1.024013 -0.5 0.1 -1.2
Br -3.077143 -0.906115 1.525771 1.0 0.5 -0.3
S 1.763067 0.494334 0.530067 1.4 -2.3 1.3
O 1.993911 0.911678 -0.898994 -0.8 1.0 -0.3
O 2.728002 -0.474997 0.855533 -0.2 0.7 0.4
F 1.812219 1.712611 1.478247 -0.8 -0.9 -1.6
H -0.393174 -2.137537 0.459230 0.2 0.2 0.2
H 0.556188 -1.501401 -0.812501 0.0 -0.3 0.2
H -0.504899 0.803297 -1.010450 -0.3 -0.4 0.5
H -0.865075 1.568203 0.616435 -0.2 -0.7 -0.3
Pd 1.232618 0.792989 -2.723458 -0.1 0.2 0.9
```
Positions in Å, forces in eV/Å.

The calculation puts the gap between HOMO and LUMO at 3.31 eV. Its net charge is +2. The LUMO energy is -14.851 eV. The HOMO energy is -18.162 eV. The spin multiplicity is 1. The calculation puts the molecular weight at 341.45 g mol⁻¹. The calculation puts the energy above the lowest of the compared OMol25 structures with the same formula, charge and spin at 0.924 eV.

Entry 2:
C2H4BrN2 | wB97M-V/def2-TZVPD

```
9
Properties=species:S:1:pos:R:3:forces:R:3
C -0.903650 0.972155 0.176863 3.4 -0.3 -0.1
C 0.993465 -0.602443 0.200999 -1.5 -2.9 -2.4
N 0.389112 0.630505 -0.223552 -1.2 2.2 2.4
N -0.774254 0.673485 -1.120280 -1.6 1.2 -0.1
Br -1.774630 1.405626 1.708405 0.3 -0.4 -1.3
H 0.235474 -1.411672 -0.238593 1.5 1.0 1.5
H 1.887729 -0.797154 -0.392174 0.1 0.4 0.3
H 1.168378 -0.688572 1.258826 -0.1 0.1 0.3
H -1.221623 -0.181929 -1.370494 -0.7 -1.4 -0.7
```
Positions in Å, forces in eV/Å.

The calculation puts the gap between HOMO and LUMO at 9.10 eV. Its net charge is +1. The LUMO energy is -6.476 eV. The HOMO energy is -15.572 eV. The spin multiplicity is 1. Its SMILES is CN1[NH+]=C1Br. The calculation puts the molecular weight at 135.97 g mol⁻¹. The calculation puts the energy above the lowest of the compared OMol25 structures with the same formula, charge and spin at 3.874 eV.

Entry 3:
C2H4BrNO | wB97M-V/def2-TZVPD

```
9
Properties=species:S:1:pos:R:3:forces:R:3
C -1.047509 0.860425 0.207736 3.2 -1.1 1.5
C 0.679951 -0.945774 -0.155742 -0.4 -3.3 0.4
N 0.713041 0.430273 0.116641 -5.7 2.2 0.8
O -1.925934 0.090262 0.307008 0.6 0.2 -0.6
Br -1.169947 2.700887 0.699656 0.0 0.2 -0.3
H 1.709896 -1.327062 -0.010607 -0.6 -0.1 -0.1
H -0.028639 -1.518217 0.550385 1.4 1.2 -0.3
H 0.248802 -1.372089 -1.077704 0.5 0.9 -0.5
H 0.820338 1.081296 -0.637373 0.9 -0.1 -0.9
```
Positions in Å, forces in eV/Å.

The calculation puts the gap between HOMO and LUMO at 10.16 eV. The LUMO energy is 0.024 eV. The HOMO energy is -10.138 eV. The spin multiplicity is 1. Its SMILES is CNC(=O)Br. The calculation puts the molecular weight at 137.96 g mol⁻¹. The calculation puts the energy above the lowest of the compared OMol25 structures with the same formula, charge and spin at 2.258 eV.

Entry 4:
C2H4BrNO3 | wB97M-V/def2-TZVPD

```
11
Properties=species:S:1:pos:R:3:forces:R:3
C -0.055650 1.413872 -2.013053 1.3 -0.4 -1.6
C 0.006362 1.420372 -0.698947 0.5 0.0 -0.5
N 0.624157 -1.540230 1.622287 -2.2 1.7 -2.1
O -0.707426 -2.055804 2.021778 2.4 -0.4 1.5
O 1.498069 -1.695059 2.393331 -0.5 -0.6 0.3
O 0.613942 -0.897397 0.573029 0.3 -1.7 1.6
Br -1.595634 1.117696 0.238263 -0.1 0.5 0.6
H -1.371605 -1.945141 1.341953 0.3 0.7 -1.1
H -0.905867 1.354895 -2.697501 -0.1 -0.1 0.8
H 0.895181 1.321265 -2.581631 -0.5 0.6 0.6
H 0.998469 1.505530 -0.199508 -1.3 -0.2 0.0
```
Positions in Å, forces in eV/Å.

The calculation puts the gap between HOMO and LUMO at 9.58 eV. The LUMO energy is -0.008 eV. The HOMO energy is -9.583 eV. The spin multiplicity is 1. Its SMILES is O=[N+]([O-])O.C=CBr. The calculation puts the molecular weight at 169.96 g mol⁻¹. The calculation puts the energy above the lowest of the compared OMol25 structures with the same formula, charge and spin at 2.583 eV.

Entry 5:
C2H4BrNS | wB97M-V/def2-TZVPD

```
9
Properties=species:S:1:pos:R:3:forces:R:3
C 0.519365 1.050796 0.533316 2.0 1.1 2.9
C -0.531997 -0.840532 -0.604271 -0.3 -0.6 -0.3
N 0.531647 -0.190950 0.102259 1.7 -0.2 -1.4
S 1.788115 1.840764 1.441953 -2.2 -1.3 -2.0
Br -1.273451 1.787147 0.532127 0.5 0.3 -0.2
H -1.039463 -0.168490 -1.317735 0.7 -0.6 -0.4
H -0.120887 -1.850912 -1.004106 -1.3 1.8 0.7
H -1.221407 -0.822950 0.213555 -1.5 -1.7 0.0
H 1.348078 -0.804872 0.102903 0.2 1.3 0.6
```
Positions in Å, forces in eV/Å.

The calculation puts the gap between HOMO and LUMO at 8.62 eV. The LUMO energy is 0.125 eV. The HOMO energy is -8.492 eV. The spin multiplicity is 1. Its SMILES is CNC(=S)Br. The calculation puts the molecular weight at 154.03 g mol⁻¹. The calculation puts the energy above the lowest of the compared OMol25 structures with the same formula, charge and spin at 0.425 eV.

Entry 6:
C2H4BrOP | wB97M-V/def2-TZVPD

```
9
Properties=species:S:1:pos:R:3:forces:R:3
C 4.060179 2.389486 -0.382513 -0.2 -0.7 0.1
C -1.856555 -0.371178 0.085859 -0.9 1.5 0.5
O 3.782099 1.308284 -0.206466 0.2 0.7 -0.1
P -0.200178 -0.202602 0.760716 0.7 1.0 -0.6
Br 0.613659 -2.179945 0.389312 0.5 -1.4 0.2
H 0.083670 0.134164 -0.568098 1.3 0.7 0.1
H -2.050750 -1.358429 -0.222056 -0.4 -1.1 -0.5
H -1.919858 0.355203 -0.747760 -0.4 -0.6 0.5
H -2.512268 -0.074982 0.891006 -0.8 -0.1 -0.1
```
Positions in Å, forces in eV/Å.

The calculation puts the gap between HOMO and LUMO at 10.22 eV. The LUMO energy is 0.713 eV. The HOMO energy is -9.503 eV. The spin multiplicity is 1. The calculation puts the molecular weight at 154.93 g mol⁻¹. The calculation puts the energy above the lowest of the compared OMol25 structures with the same formula, charge and spin at 0.529 eV.

Entry 7:
C2H4Cl2N2O | wB97M-V/def2-TZVPD

```
11
Properties=species:S:1:pos:R:3:forces:R:3
C -0.749239 -0.228722 -0.597147 -3.6 -0.8 -0.7
C 0.443217 -0.241214 1.333504 2.1 1.3 2.9
N 0.393137 -0.464543 0.005399 2.2 -0.8 -1.6
N -0.693335 1.929582 1.085952 0.5 -1.6 0.3
O 0.405879 1.219411 1.581819 -0.4 0.3 0.0
Cl -0.876850 -1.040519 2.260004 0.6 0.1 -0.2
Cl -0.089025 3.469525 0.607564 0.1 -0.3 -0.1
H -0.756809 0.139444 -1.594202 0.1 0.1 -0.6
H -1.596604 -0.888598 -0.246126 0.7 1.4 -0.4
H 1.493329 -0.494025 1.745513 -2.0 0.2 -0.3
H 1.244120 -0.310477 -0.540960 -0.3 0.1 0.7
```
Positions in Å, forces in eV/Å.

The calculation puts the gap between HOMO and LUMO (spin up / spin down) at 9.32 / 7.33 eV. The LUMO energy (spin up / spin down) is 0.336 / -0.239 eV. The HOMO energy (spin up / spin down) is -8.986 / -7.567 eV. The spin multiplicity is 1. The calculation puts the molecular weight at 142.97 g mol⁻¹. The calculation puts the energy above the lowest of the compared OMol25 structures with the same formula, charge and spin at 5.365 eV.

Entry 8:
C2H4Cl2O2S | wB97M-V/def2-TZVPD

```
11
Properties=species:S:1:pos:R:3:forces:R:3
C -0.244185 1.795555 -0.046437 0.7 2.5 0.1
C -0.678990 1.561965 -1.245571 -0.4 0.5 -1.6
O 0.945026 -2.814051 -0.294768 -0.2 -0.6 -0.4
O -0.527272 -1.658746 1.323284 2.7 5.2 -0.5
S 0.692091 -1.520374 0.248678 0.4 0.3 1.4
Cl 2.358912 -1.177436 1.635290 -0.7 -0.1 -0.3
Cl -0.875411 -0.031989 -1.914804 -0.4 0.3 -0.2
H 0.085125 1.122495 0.647896 0.4 -2.1 1.5
H -0.892500 -2.467834 1.331332 -2.0 -5.1 0.0
H 0.025178 2.809624 0.273983 -0.6 -0.1 -0.4
H -0.887973 2.380792 -1.958885 0.0 -0.8 0.4
```
Positions in Å, forces in eV/Å.

The calculation puts the gap between HOMO and LUMO at 10.25 eV. The LUMO energy is -0.018 eV. The HOMO energy is -10.267 eV. The spin multiplicity is 1. The calculation puts the molecular weight at 163.03 g mol⁻¹. The calculation puts the energy above the lowest of the compared OMol25 structures with the same formula, charge and spin at 0.693 eV.

Entry 9:
C2H4Cl2OS | wB97M-V/def2-TZVPD

```
10
Properties=species:S:1:pos:R:3:forces:R:3
C -0.473209 0.876691 -0.271641 -3.3 0.5 1.3
C 0.926855 0.528425 -0.118520 0.8 -3.0 -0.1
O -0.708566 -2.396901 0.278971 -1.5 2.2 1.3
S 0.863476 -1.888471 0.394999 0.0 2.0 -0.3
Cl 1.788454 0.741476 -1.669839 0.1 -0.1 1.3
Cl 1.700254 1.020706 1.372794 0.1 0.2 -0.9
H -0.833190 1.646769 0.463893 0.6 -0.7 -0.4
H -0.746727 1.285589 -1.226935 0.3 0.1 -0.6
H -1.206821 0.020239 -0.143445 1.0 0.6 0.0
H -1.310524 -1.834522 0.919723 1.8 -1.8 -1.5
```
Positions in Å, forces in eV/Å.

The calculation puts the gap between HOMO and LUMO (spin up / spin down) at 8.03 / 8.03 eV. The LUMO energy (spin up / spin down) is -0.738 / -0.736 eV. The HOMO energy (spin up / spin down) is -8.765 / -8.768 eV. The spin multiplicity is 1. The calculation puts the molecular weight at 147.03 g mol⁻¹. The calculation puts the energy above the lowest of the compared OMol25 structures with the same formula, charge and spin at 1.774 eV.

Entry 10:
C2H4Cl2OS | wB97M-V/def2-TZVPD

```
10
Properties=species:S:1:pos:R:3:forces:R:3
C 0.743001 -0.262384 -1.022749 -1.3 -0.5 1.9
C 0.290724 0.783673 -0.355516 0.9 0.2 -0.8
O -2.124837 0.205050 1.119823 1.2 -0.8 -1.9
S -2.208776 -1.344227 0.376095 -1.8 1.8 1.2
Cl 0.125419 2.420342 -0.952679 0.0 -0.6 0.1
Cl -4.282353 -1.312498 0.506811 0.7 -0.6 -0.4
H -1.767085 0.772394 0.376902 -1.0 -0.5 1.2
H 0.681104 -1.200626 -0.447108 0.4 0.4 -0.5
H 0.858770 -0.315080 -2.048517 0.7 0.1 -1.9
H 0.005833 0.618244 0.649134 0.1 0.6 1.0
```
Positions in Å, forces in eV/Å.

The calculation puts the gap between HOMO and LUMO at 9.04 eV. The LUMO energy is -0.374 eV. The HOMO energy is -9.413 eV. The spin multiplicity is 1. Its SMILES is C=CCl.OSCl. The calculation puts the molecular weight at 147.03 g mol⁻¹. The calculation puts the energy above the lowest of the compared OMol25 structures with the same formula, charge and spin at 1.105 eV.